No. 1
This record from OMol25 describes an isolated ion of composition C6H8N and charge +1 in a non-equilibrium geometry. The level of theory is ωB97M-V with the def2-TZVPD basis set.

XYZ file:
```
15
Properties=species:S:1:pos:R:3:mulliken_charge:R:1
C -2.306 0.808 -0.045 -0.63
C -0.279 1.637 0.226 -0.09
C 1.767 0.038 0.625 -0.25
C 1.460 0.481 -0.772 -0.48
C -0.455 -0.808 0.168 -0.43
C -1.930 -0.419 -0.015 -0.14
N 0.350 0.402 0.316 0.25
H -3.200 1.350 -0.058 0.38
H 1.956 -0.986 0.550 0.31
H 2.388 0.552 1.310 0.31
H 1.799 1.433 -1.035 0.34
H 1.324 -0.212 -1.558 0.26
H -0.331 -1.429 1.083 0.41
H -0.162 -1.464 -0.589 0.37
H -2.381 -1.381 -0.204 0.38
```

Output
* ΔE to the lowest compared entry with this formula, charge and spin: 888.2 kJ/mol
* gap between HOMO and LUMO: 8.44 eV
* E_HOMO: -0.500 Ha
* calculated total energy: -7826.48238 eV
* net charge: +1
* lowest unoccupied orbital energy: -5.2 eV

***

No. 2
This record from OMol25 describes a 2-piece molecular cluster, BrClOS overall in a non-equilibrium geometry. The level of theory is ωB97M-V with the def2-TZVPD basis set.

XYZ file:
```
4
Properties=species:S:1:pos:R:3:mulliken_charge:R:1
O 0.126 -1.705 -0.275 -0.33
S -0.095 -0.529 0.501 0.35
Cl 1.856 1.807 -0.095 -0.01
Br -1.886 0.427 -0.131 -0.01
```

Output
* ΔE to the lowest compared entry with this formula, charge and spin: 67.4 kJ/mol
* 2S+1: 3
* gap between HOMO and LUMO (spin up / spin down): 9.06 / 7.02 eV
* E_HOMO (spin up / spin down): -0.334 / -0.417 Ha
* calculated total energy: -95444.81352 eV
* lowest unoccupied orbital energy (spin up / spin down): 0.0 / -4.3 eV

***

No. 3
This record from OMol25 describes C38H41ClNO9S2SiV as an isolated structure in a non-equilibrium geometry. The level of theory is ωB97M-V with the def2-TZVPD basis set.

XYZ file:
```
94
Properties=species:S:1:pos:R:3:mulliken_charge:R:1
V -0.650 -0.388 -0.574 0.55
O -2.174 -2.247 1.410 -0.70
Cl -2.032 -2.790 0.094 2.12
O -2.356 -4.163 0.080 -0.76
O -2.832 -2.045 -0.827 -0.63
O -0.624 -2.625 -0.286 -0.85
O -0.264 -0.302 1.100 0.16
S 0.697 -0.173 2.285 0.08
C 1.006 -1.918 2.764 -0.44
C 2.509 -2.265 2.830 -0.56
C 2.973 -3.519 2.052 -1.11
C 2.753 -3.597 0.537 -0.71
S 3.310 -2.207 -0.525 0.27
O 2.426 -1.029 -0.244 -0.37
C 4.875 -1.794 0.296 0.67
C 5.068 -0.469 0.656 -0.37
C 6.284 -0.069 1.187 -0.73
C 7.307 -0.993 1.342 -0.51
C 7.117 -2.313 0.957 -0.62
C 5.902 -2.718 0.426 -0.57
C -0.370 0.229 3.684 0.76
C 0.100 1.136 4.619 -0.66
C -0.679 1.436 5.726 -0.81
C -1.915 0.829 5.889 -0.55
C -2.382 -0.069 4.939 -0.93
C -1.610 -0.376 3.831 -0.19
H 0.460 -2.497 2.020 0.14
H 0.531 -2.057 3.730 0.80
H 2.765 -2.430 3.877 0.43
H 3.094 -1.413 2.485 0.22
H 2.479 -4.389 2.492 0.47
H 4.044 -3.618 2.232 0.44
H 1.700 -3.695 0.269 0.28
H 3.286 -4.458 0.131 0.66
H 4.260 0.237 0.514 0.33
H 6.432 0.964 1.472 0.43
H 8.259 -0.682 1.751 0.40
H 7.918 -3.031 1.067 0.41
H 5.763 -3.747 0.116 0.43
H 1.067 1.605 4.485 0.45
H -0.317 2.141 6.462 0.45
H -2.514 1.054 6.761 0.43
H -3.347 -0.542 5.058 0.51
H -1.962 -1.087 3.101 0.69
C 1.332 -2.817 -5.065 -2.07
C 0.653 -1.962 -4.029 0.58
O 1.201 -1.758 -2.953 -0.45
C -0.660 -1.376 -4.374 0.83
C -1.161 -1.442 -5.679 -0.77
C -2.415 -0.971 -5.998 -1.01
C -3.233 -0.475 -4.990 -0.89
C -2.768 -0.382 -3.696 -0.44
C -1.468 -0.780 -3.374 -0.07
O -1.033 -0.588 -2.121 1.13
H 2.239 -3.241 -4.643 0.32
H 1.596 -2.199 -5.925 0.43
H 0.673 -3.613 -5.408 0.48
H -0.536 -1.859 -6.455 0.42
H -2.764 -1.012 -7.020 0.42
H -4.239 -0.148 -5.218 0.50
H -3.391 -0.008 -2.898 0.41
C -4.959 3.046 -3.136 -0.54
C -3.599 3.269 -2.968 -0.64
C -2.906 2.602 -1.971 -0.05
C -3.556 1.700 -1.125 -0.06
C -4.919 1.473 -1.322 -0.13
C -5.618 2.141 -2.318 -0.63
Si -2.662 0.846 0.305 1.57
C -2.159 2.234 1.522 0.72
C -3.164 2.741 2.349 -0.84
C -2.912 3.759 3.256 -0.83
C -1.642 4.307 3.349 -0.61
C -0.628 3.825 2.537 -0.70
C -0.887 2.797 1.642 0.21
H -5.505 3.584 -3.899 0.42
H -3.088 3.977 -3.609 0.43
H -1.847 2.789 -1.835 0.20
H -5.441 0.770 -0.684 0.42
H -6.678 1.965 -2.449 0.43
H -3.659 0.037 1.039 -0.36
H -4.167 2.335 2.279 0.40
H -3.707 4.125 3.892 0.45
H -1.437 5.103 4.053 0.43
H 0.367 4.250 2.608 0.47
H -0.079 2.428 1.029 -0.14
C 1.322 3.358 -1.636 -1.46
C 1.044 1.882 -1.639 0.23
N 1.765 1.117 -2.439 0.04
O 0.118 1.450 -0.916 0.36
H 2.293 3.594 -2.064 0.50
H 1.264 3.736 -0.618 0.23
H 0.548 3.863 -2.217 0.29
H 2.514 1.500 -2.989 0.29
H 1.602 0.110 -2.449 -0.40
```

Output
* ΔE to the lowest compared entry with this formula, charge and spin: 647.5 kJ/mol
* 2S+1: 2
* gap between HOMO and LUMO (spin up / spin down): 7.89 / 8.01 eV
* E_HOMO (spin up / spin down): -0.402 / -0.390 Ha
* calculated total energy: -127734.68248 eV
* net charge: +1
* lowest unoccupied orbital energy (spin up / spin down): -3.0 / -2.6 eV

***

No. 4
This record from OMol25 describes a 2-piece molecular cluster, C12H17N overall in a non-equilibrium geometry. The level of theory is ωB97M-V with the def2-TZVPD basis set.

XYZ file:
```
30
Properties=species:S:1:pos:R:3:mulliken_charge:R:1
C -1.053 -0.005 -4.160 -0.19
C -0.728 0.167 -5.650 -1.06
C -2.441 0.341 -3.685 -1.08
H -0.285 0.433 -3.502 0.30
H -0.810 -1.025 -3.810 0.26
H -1.066 1.132 -6.015 0.33
H 0.307 -0.146 -5.740 0.31
H -3.303 -0.330 -3.808 0.32
H -1.380 -0.552 -6.154 0.27
H -2.864 1.152 -4.294 0.28
H -2.523 0.579 -2.622 0.25
C 3.332 0.496 1.469 -1.23
C -0.125 -0.776 1.634 -0.02
C 0.870 0.187 1.994 0.96
C 2.115 -0.367 1.619 0.54
C 1.864 -1.706 1.229 -0.49
C -1.867 0.834 1.759 -0.42
C -1.440 -0.483 1.443 -0.76
C -0.925 1.771 2.168 -0.57
C 0.403 1.462 2.369 -0.41
N 0.561 -1.929 1.229 0.04
H -2.921 1.068 1.786 0.44
H -2.211 -1.181 1.140 0.41
H -1.325 2.749 2.372 0.39
H 1.115 2.114 2.858 0.39
H 0.160 -2.817 0.962 0.23
H 2.552 -2.455 0.873 0.43
H 3.348 1.041 2.410 0.36
H 3.214 1.103 0.574 0.31
H 4.247 -0.078 1.343 0.40
```

Output
* ΔE to the lowest compared entry with this formula, charge and spin: 96.1 kJ/mol
* 2S+1: 2
* gap between HOMO and LUMO (spin up / spin down): 8.99 / 5.93 eV
* E_HOMO (spin up / spin down): -0.470 / -0.470 Ha
* calculated total energy: -14201.78771 eV
* net charge: +1
* lowest unoccupied orbital energy (spin up / spin down): -3.8 / -6.9 eV